# 1
Here is C16H45F9NbO6S7 as an isolated structure in a non-equilibrium geometry from the Open Molecules 2025 dataset. Energies are from ωB97M-V with the def2-TZVPD basis set.

Last column: Löwdin charge in e.
CARTESIAN COORDINATES (ANGSTROEM)
F 1.4766 2.3776 -2.1064  0.104
C 1.9905 1.7054 -3.1594  -0.482
F 2.1673 2.6775 -4.0874  0.094
C 3.3388 1.1098 -2.7795  -0.198
C 3.6336 0.9447 -1.2560  -0.404
Nb 3.3431 -1.1613 -0.3428  0.998
C 0.8473 0.7532 -3.5781  -0.491
F 0.5135 0.0068 -2.5725  0.116
F -0.2291 1.5013 -3.8193  0.104
S 1.1019 -0.3703 -5.0596  0.751
F 0.2335 0.6059 -5.9905  -0.159
F -0.2688 -1.1047 -4.6914  -0.140
F 1.8950 -1.4059 -4.2318  -0.131
F 2.3932 0.3729 -5.5576  -0.116
F 1.2235 -1.3423 -6.3057  -0.131
H 3.5491 0.1603 -3.2690  0.062
H 4.0919 1.7945 -3.1857  0.112
H 4.7121 1.0887 -1.1459  -0.015
H 3.1654 1.6934 -0.6155  0.015
H 3.3800 -0.3318 1.3093  -0.181
H 5.1669 -1.3808 -0.1191  -0.172
H 3.3714 -1.9722 -1.9919  -0.174
H 1.5247 -0.9867 -0.2809  -0.177
H 3.1088 -2.7594 0.4767  -0.189
C 9.1645 1.3617 0.4540  -0.274
S 8.2107 2.3575 -0.7028  0.795
O 6.8122 1.8830 -0.6347  -0.541
C 8.9380 1.6591 -2.1953  -0.277
H 8.8356 1.6092 1.4614  0.049
H 8.9870 0.3029 0.2634  0.061
H 10.2251 1.5958 0.3495  0.046
H 8.7767 0.5808 -2.2133  0.060
H 10.0052 1.8843 -2.2198  0.046
H 8.4494 2.1164 -3.0536  0.046
C -3.9394 -0.0743 0.1136  -0.266
S -2.3560 -0.2440 0.9540  0.809
O -2.4209 0.6010 2.1847  -0.570
C -1.4149 0.6640 -0.2751  -0.280
H -4.7024 -0.5420 0.7351  0.032
H -4.1766 0.9818 -0.0255  0.048
H -3.8949 -0.5816 -0.8501  0.053
H -1.8287 1.6683 -0.3842  0.038
H -1.4555 0.1347 -1.2261  0.044
H -0.3784 0.7295 0.0536  0.036
C -2.8902 3.1024 -4.4671  -0.270
S -3.1818 3.3978 -2.7183  0.795
O -4.6036 3.0560 -2.4410  -0.559
C -3.0724 5.1916 -2.8078  -0.269
H -2.9540 2.0305 -4.6436  0.052
H -3.6479 3.6169 -5.0596  0.056
H -1.8937 3.4538 -4.7343  0.052
H -3.8177 5.5727 -3.5069  0.054
H -2.0702 5.4768 -3.1288  0.054
H -3.2639 5.5913 -1.8139  0.048
C -5.9822 -2.5660 5.0281  -0.271
S -4.8225 -1.7109 3.9528  0.766
O -3.8699 -2.7248 3.4318  -0.549
C -3.9843 -0.8036 5.2539  -0.256
H -6.5891 -3.2280 4.4121  0.047
H -5.4355 -3.1538 5.7667  0.055
H -6.6247 -1.8345 5.5199  0.022
H -3.5643 -1.5025 5.9781  0.058
H -4.6956 -0.1334 5.7397  0.040
H -3.1852 -0.2236 4.7925  0.043
C -6.6072 2.3213 4.2854  -0.263
S -8.0545 1.6644 5.1264  0.809
O -7.6766 0.3359 5.6834  -0.565
C -9.0179 1.3640 3.6377  -0.271
H -5.8500 2.5409 5.0359  0.052
H -6.2187 1.5831 3.5821  0.057
H -6.8758 3.2392 3.7622  0.054
H -8.4738 0.6886 2.9768  0.060
H -9.2115 2.3117 3.1348  0.052
H -9.9615 0.9082 3.9318  0.047
C 2.7476 -6.1499 1.2332  -0.279
S 4.0865 -5.3052 2.0900  0.763
O 4.6007 -4.2679 1.1749  -0.625
C 5.2410 -6.6935 2.0448  -0.289
H 1.9279 -5.4433 1.1167  0.047
H 3.0869 -6.4793 0.2505  0.055
H 2.4135 -7.0028 1.8268  0.044
H 5.4188 -6.9916 1.0108  0.051
H 4.8309 -7.5292 2.6149  0.042
H 6.1757 -6.3680 2.4976  0.041

Properties
Kohn-Sham gap (eV): 6.078
HOMO energy (eV): -4.221
E_tot (eV): -131448.108
Net charge: -1

---

# 2
Here is C7H12O2 as an isolated structure from the Open Molecules 2025 dataset. Energies are from ωB97M-V with the def2-TZVPD basis set.

Last column: Löwdin charge in e.
CARTESIAN COORDINATES (ANGSTROEM)
C -1.7808 0.0758 -0.7936  0.013
C -0.2842 -2.0368 -0.2581  -0.021
C 1.0087 1.4496 -1.0414  -0.021
C 1.6558 0.0158 0.9364  -0.020
C -1.6191 0.1209 0.6695  -0.494
C -0.4618 -0.5449 -0.2980  -0.333
C 0.5854 0.4115 -0.0407  -0.283
O -0.6525 1.5026 0.9227  -0.038
O -2.1958 -0.2896 1.6574  0.049
H -0.4547 1.4252 1.8674  0.099
H -1.7601 0.9907 -1.3752  0.106
H -2.5242 -0.6410 -1.1225  0.125
H 0.5105 -2.3368 0.4263  0.074
H -0.0489 -2.4492 -1.2447  0.081
H -1.2026 -2.5107 0.0970  0.091
H 1.2490 -0.5674 1.7621  0.099
H 1.7434 0.9784 -1.7049  0.104
H 0.1811 1.8016 -1.6507  0.079
H 1.4816 2.3060 -0.5613  0.091
H 2.4032 -0.5983 0.4245  0.105
H 2.1660 0.8964 1.3280  0.093

Properties
Kohn-Sham gap (eV): 8.260
HOMO energy (eV): -7.587
E_tot (eV): -11545.344

---

# 3
Here is a 2-piece molecular cluster, C3H2BrClF2 overall in a non-equilibrium geometry from the Open Molecules 2025 dataset. Energies are from ωB97M-V with the def2-TZVPD basis set.

Last column: Löwdin charge in e.
CARTESIAN COORDINATES (ANGSTROEM)
C -0.1035 -0.9477 0.0062  -0.022
C -0.5775 0.3065 -0.7057  -0.560
C 0.1259 0.3912 0.5807  -0.709
F -0.0382 0.6633 -1.8683  0.137
F -1.8910 0.5967 -0.7311  0.120
Cl -0.3645 1.0456 2.0287  0.759
Br 2.9398 1.0140 0.6675  0.024
H -0.8146 -1.6088 0.4877  0.127
H 0.7235 -1.4609 -0.4657  0.124

Properties
Kohn-Sham gap (spin up / spin down) (eV): 8.258 / 6.863
HOMO energy (spin up / spin down) (eV): -10.318 / -9.718
E_tot (eV): -91139.687

---

# 4
Here is CH2BrPSi in the gas phase in a non-equilibrium geometry from the Open Molecules 2025 dataset. Energies are from ωB97M-V with the def2-TZVPD basis set.

Last column: Löwdin charge in e.
CARTESIAN COORDINATES (ANGSTROEM)
C -2.0276 0.8247 0.1602  -0.974
Si 1.1594 -0.1149 -0.1317  0.368
P -0.4320 1.3375 -0.0320  0.404
Br -2.5820 -0.9759 -0.0005  0.509
H 2.4052 0.4624 0.3709  -0.158
H 1.4770 -1.5337 -0.3670  -0.150

Properties
Kohn-Sham gap (spin up / spin down) (eV): 7.603 / 7.388
Expectation value of S²: 2.083
2S+1: 3
HOMO energy (spin up / spin down) (eV): -7.831 / -9.404
E_tot (eV): -88272.893

---

# 5
Here is C7H8O as an isolated structure in a non-equilibrium geometry from the Open Molecules 2025 dataset. Energies are from ωB97M-V with the def2-TZVPD basis set.

Last column: Löwdin charge in e.
CARTESIAN COORDINATES (ANGSTROEM)
C 0.1147 -0.7696 0.8138  -0.158
C 0.0241 -2.0158 1.4558  -0.079
C 1.0151 1.0801 -0.3126  -0.119
C -0.4155 1.4653 0.2801  -0.085
C -0.6211 -0.4730 -1.1707  -0.084
C 0.7578 -0.4410 -0.4758  -0.278
C -1.0573 0.0035 0.2031  -0.216
O 0.0746 -2.8155 2.3000  0.152
H 1.3967 1.6148 -1.2582  0.134
H 1.6840 1.3428 0.4155  0.062
H -0.1403 1.5878 1.3309  0.103
H -0.9906 2.2758 -0.0250  0.079
H -0.5904 0.1103 -2.0133  0.086
H -0.7482 -1.4818 -1.4167  0.101
H 1.5467 -1.1820 -0.7535  0.153
H -2.0503 -0.3018 0.6268  0.149

Properties
Kohn-Sham gap (eV): 9.038
HOMO energy (eV): -8.278
E_tot (eV): -9432.528

---

Here are the calculated energy relative to the best compared isomer or geometry (same formula, charge and spin) numbers, same order: 0.0; 295.2; 258.2; 0.0; 358.4 (kJ/mol).